# C65H49BaN9OP2S

C65H49BaN9OP2S as an isolated structure at a distorted geometry (ωB97M-V with the def2-TZVPD basis set, the OMol25 dataset).

Geometry as XYZ:
```
128
C65H49BaN9OP2S | the OMol25 dataset | ωB97M-V with the def2-TZVPD basis set
Ba -0.174 -0.736 -0.028
C -1.134 1.601 6.346
C 0.243 1.415 6.478
C 0.962 0.696 5.532
C 0.271 0.183 4.448
C 0.702 -0.603 3.270
N -0.387 -0.818 2.500
C -1.502 -0.307 3.061
N -2.758 -0.455 2.658
C -3.163 -1.220 1.626
C -4.542 -1.724 1.504
C -5.690 -1.501 2.250
C -6.835 -2.200 1.901
C -6.823 -3.122 0.849
C -5.670 -3.359 0.116
C -4.533 -2.634 0.441
C -3.157 -2.658 -0.078
N -2.729 -3.512 -0.984
C -1.458 -3.773 -1.323
N -0.336 -3.169 -0.878
C 0.766 -3.840 -1.285
N 2.035 -3.669 -0.881
C 2.447 -2.939 0.139
N 1.689 -2.137 0.942
C 2.378 -1.730 2.012
N 1.945 -1.005 3.060
C 3.756 -2.231 1.892
C 4.879 -2.086 2.694
C 6.056 -2.687 2.277
C 6.104 -3.432 1.094
C 4.978 -3.594 0.302
C 3.803 -2.978 0.708
C 0.336 -4.931 -2.159
C 1.032 -5.913 -2.857
C 0.302 -6.836 -3.582
C -1.101 -6.799 -3.598
C -1.798 -5.838 -2.889
C -1.067 -4.894 -2.174
N -2.430 -1.750 0.641
C -1.108 0.374 4.315
C -1.829 1.077 5.263
H -1.665 2.161 7.106
H 0.751 1.837 7.335
H 2.029 0.542 5.627
H -5.676 -0.807 3.080
H -7.751 -2.047 2.457
H -7.729 -3.667 0.617
H -5.643 -4.096 -0.676
H 4.825 -1.523 3.618
H 6.953 -2.590 2.875
H 7.037 -3.895 0.800
H 5.004 -4.178 -0.610
H 2.114 -5.944 -2.824
H 0.814 -7.609 -4.141
H -1.641 -7.546 -4.167
H -2.881 -5.814 -2.879
H -2.899 1.207 5.158
C 2.493 3.909 -0.723
N 1.589 2.943 -0.093
P -0.100 2.819 -0.390
C -0.843 3.996 0.789
C -1.728 3.454 1.717
C -2.256 4.239 2.737
C -1.897 5.572 2.833
C -1.012 6.125 1.912
C -0.488 5.343 0.898
C -0.275 3.624 -2.013
C 0.466 3.102 -3.077
C 0.320 3.616 -4.354
C -0.591 4.638 -4.595
C -1.349 5.144 -3.551
C -1.188 4.643 -2.265
P 2.164 1.737 0.965
C 3.568 1.022 0.030
C 3.214 0.375 -1.157
C 4.156 -0.308 -1.906
C 5.474 -0.364 -1.470
C 5.839 0.282 -0.301
C 4.894 0.978 0.444
C 2.917 2.630 2.357
C 3.637 1.902 3.307
C 4.114 2.523 4.451
C 3.855 3.869 4.676
C 3.108 4.588 3.755
C 2.638 3.972 2.604
H 2.979 3.480 -1.604
H 3.272 4.205 -0.020
H 1.951 4.801 -1.033
H -1.993 2.403 1.663
H -2.932 3.798 3.457
H -2.299 6.186 3.629
H -0.731 7.168 1.992
H 0.202 5.781 0.186
H 1.157 2.285 -2.898
H 0.914 3.217 -5.168
H -0.709 5.036 -5.595
H -2.064 5.935 -3.733
H -1.781 5.049 -1.454
H 2.185 0.407 -1.506
H 3.858 -0.819 -2.813
H 6.212 -0.916 -2.038
H 6.864 0.241 0.045
H 5.199 1.475 1.356
H 3.795 0.839 3.167
H 4.675 1.948 5.176
H 4.221 4.349 5.574
H 2.882 5.631 3.934
H 2.030 4.532 1.905
C -6.285 -1.839 -3.836
C -4.794 -1.663 -3.822
C -4.222 -0.559 -3.192
C -2.849 -0.386 -3.160
C -2.039 -1.335 -3.767
C -2.578 -2.461 -4.370
C -3.955 -2.610 -4.403
S -0.271 -1.144 -3.712
C -0.065 -0.091 -5.148
O -0.009 -0.232 -2.535
H -6.793 -0.882 -3.957
H -6.624 -2.269 -2.894
H -6.599 -2.500 -4.643
H -4.863 0.179 -2.724
H -2.405 0.478 -2.679
H -1.932 -3.219 -4.797
H -4.384 -3.483 -4.879
H -0.677 0.802 -5.031
H -0.359 -0.656 -6.032
H 0.992 0.169 -5.205
```

For the electronic energy, the calculation gives -113770.6187 eV. For the max |F|, the calculation gives 1.4 eV Å⁻¹. For the orbital gap (alpha / beta), the calculation gives 4.921 / 4.908 eV.

Atom charges from the Mulliken analysis, given in e for atoms 1 to 99: 3.31, -0.80, -0.77, -0.07, 0.27, -0.22, -0.74, -0.45, -0.46, -0.44, -0.04, 0.05, -0.67, -0.81, 0.10, 0.09, -0.57, -0.21, -0.49, -0.07, -0.33, -0.43, -0.40, -0.79, -0.16, -0.20, -0.12, 0.21, -0.88, -0.74, 0.12, 0.04, -0.08, -0.01, -0.64, -0.70, -0.09, 0.13, -0.21, 0.04, 0.15, 0.43, 0.42, 0.58, 0.59, 0.40, 0.42, 0.65, 0.59, 0.42, 0.41, 0.57, 0.58, 0.40, 0.42, 0.57, 0.64, -1.36, 0.84, 1.28, 0.23, -0.72, -0.47, -0.58, -0.73, -0.03, 0.24, -0.26, -0.91, -0.65, -0.65, -0.80, 1.20, 0.46, -0.18, -0.73, -0.69, -0.71, -0.62, 0.77, -0.38, -0.79, -0.77, -0.69, -0.92, 0.20, 0.50, 0.38, 0.24, 0.45, 0.38, 0.42, 0.33, 0.35, 0.46, 0.38, 0.41, 0.40, 0.10

# C65H57BrGe2InN7

C65H57BrGe2InN7 as an isolated structure (ωB97M-V with the def2-TZVPD basis set, the OMol25 dataset).

Geometry as XYZ:
```
133
C65H57BrGe2InN7 | the OMol25 dataset | ωB97M-V with the def2-TZVPD basis set
In 0.704 -1.016 -0.543
C 2.379 0.855 6.821
C 3.032 -0.267 6.328
C 2.833 -0.670 5.017
C 1.976 0.046 4.183
C 1.337 1.180 4.679
C 1.534 1.580 5.993
C 1.769 -0.356 2.764
C 2.120 0.576 1.788
C 2.937 1.731 2.038
C 3.239 2.281 0.841
C 2.583 1.495 -0.172
C 2.670 1.740 -1.546
C 3.365 2.986 -1.974
C 2.950 4.235 -1.515
C 3.601 5.392 -1.917
C 4.684 5.315 -2.781
C 5.113 4.076 -3.236
C 4.459 2.921 -2.835
C 2.148 0.911 -2.541
N 1.626 -0.338 -2.361
C 1.240 -0.808 -3.594
C 0.798 -2.098 -3.871
C 0.529 -2.466 -5.291
C 1.563 -2.473 -6.224
C 1.319 -2.837 -7.540
C 0.038 -3.196 -7.936
C -0.996 -3.195 -7.011
C -0.752 -2.836 -5.693
C 0.669 -3.119 -2.908
C 0.504 -4.514 -3.206
C 0.521 -5.180 -2.025
C 0.675 -4.196 -0.986
N 0.767 -2.952 -1.562
C 0.697 -4.475 0.383
C 0.904 -3.542 1.412
C 0.764 -3.822 2.813
C 1.024 -2.666 3.479
C 1.345 -1.675 2.492
N 1.245 -2.228 1.247
C 0.468 -5.890 0.796
C 1.491 -6.612 1.405
C 1.287 -7.928 1.792
C 0.057 -8.534 1.580
C -0.968 -7.820 0.975
C -0.762 -6.507 0.581
C 1.478 0.219 -4.577
C 2.055 1.261 -3.938
N 1.911 0.468 0.432
H 2.536 1.167 7.845
H 3.706 -0.825 6.965
H 3.357 -1.534 4.628
H 0.683 1.751 4.032
H 1.027 2.461 6.365
H 3.284 2.039 3.010
H 3.885 3.120 0.650
H 2.107 4.303 -0.836
H 3.262 6.354 -1.555
H 5.195 6.216 -3.093
H 5.964 4.008 -3.900
H 4.803 1.955 -3.182
H 2.564 -2.203 -5.909
H 2.130 -2.846 -8.255
H -0.152 -3.481 -8.962
H -1.996 -3.475 -7.315
H -1.557 -2.833 -4.969
H 0.429 -4.930 -4.197
H 0.463 -6.243 -1.866
H 0.501 -4.778 3.234
H 1.010 -2.506 4.544
H 2.451 -6.138 1.567
H 2.092 -8.482 2.257
H -0.103 -9.559 1.884
H -1.930 -8.287 0.808
H -1.564 -5.956 0.102
H 1.249 0.133 -5.626
H 2.385 2.192 -4.365
C -0.417 4.904 -2.635
C -0.920 3.492 -2.741
C -1.859 3.118 -3.693
C -2.329 1.819 -3.723
C -1.819 0.933 -2.792
Br -2.445 -0.847 -2.763
N -0.908 1.239 -1.885
C -0.484 2.505 -1.868
H -0.884 5.537 -3.388
H 0.663 4.954 -2.773
H -0.644 5.325 -1.653
H -2.238 3.847 -4.399
H -3.074 1.495 -4.434
H 0.238 2.748 -1.098
C -4.662 1.105 4.311
Ge -3.145 0.153 3.509
C -1.831 -0.359 4.862
C -3.850 -1.489 2.665
Ge -2.054 1.563 1.831
C -1.063 3.054 2.603
C 0.031 3.612 1.945
C 0.765 4.639 2.523
C 0.412 5.123 3.774
C -0.675 4.577 4.445
C -1.404 3.548 3.865
C -3.265 2.203 0.451
C -4.245 1.356 -0.075
C -5.127 1.805 -1.046
C -5.039 3.111 -1.508
C -4.067 3.962 -0.999
C -3.182 3.511 -0.031
H -5.226 0.423 4.948
H -5.323 1.475 3.528
H -4.337 1.950 4.916
H -2.276 -1.087 5.542
H -1.503 0.503 5.442
H -0.951 -0.809 4.400
H -4.857 -1.679 3.037
H -3.232 -2.352 2.924
H -3.918 -1.412 1.581
H 0.339 3.213 0.983
H 1.622 5.050 2.004
H 0.983 5.922 4.228
H -0.956 4.952 5.421
H -2.244 3.129 4.407
H -4.336 0.338 0.287
H -5.886 1.139 -1.438
H -5.731 3.467 -2.260
H -4.003 4.983 -1.356
H -2.434 4.185 0.373
N -2.129 -2.615 -0.186
N -1.395 -1.479 0.294
H -2.794 -2.888 0.533
H -1.466 -3.373 -0.305
H -1.146 -1.594 1.278
H -1.990 -0.653 0.225
```

For the electronic energy, the calculation gives -267005.7226 eV. For the max |F|, the calculation gives 0.6 eV Å⁻¹. The net charge is +1. The spin multiplicity is 2. Its expectation value of S² is 0.76. For the orbital gap (alpha / beta), the calculation gives 5.618 / 5.616 eV.

Atom charges from the Mulliken analysis, given in e for atoms 1 to 99: 2.85, -0.66, -0.92, -0.34, -0.63, 0.60, -1.18, 1.21, 0.41, -1.67, -1.52, 0.38, 0.86, 0.28, -0.16, -1.17, -0.63, -0.92, -0.29, 0.41, -0.31, 0.65, 1.34, -0.71, -0.01, -0.87, -0.47, -0.88, -0.05, 0.81, -1.66, -1.53, 0.06, -0.24, 1.64, 0.31, -1.73, -1.14, 0.78, -0.65, -0.65, -0.10, -0.86, -0.44, -0.94, 0.19, -1.49, -1.40, -0.40, 0.42, 0.42, 0.56, 0.74, 0.51, 0.65, 0.74, 0.91, 0.48, 0.42, 0.43, 0.53, 0.51, 0.41, 0.40, 0.42, 0.40, 0.58, 0.61, 0.62, 0.72, 0.47, 0.41, 0.40, 0.42, 0.41, 0.67, 0.71, -1.43, 0.39, -0.94, -1.33, -0.17, 0.04, 1.54, 0.35, 0.50, 0.18, 0.24, 0.48, 0.56, -0.39, -1.27, 1.01, -0.86, -1.13, -0.62, -0.41, 1.04, -0.62

# C65H59F9N2O

A 12-piece molecular cluster, C65H59F9N2O overall at a distorted geometry (ωB97M-V with the def2-TZVPD basis set, the OMol25 dataset).

Geometry as XYZ:
```
136
C65H59F9N2O | the OMol25 dataset | ωB97M-V with the def2-TZVPD basis set
F -0.386 -5.438 -3.709
C -0.829 -5.132 -2.468
C -1.991 -4.399 -2.348
C -2.487 -4.070 -1.093
C -1.934 -4.618 0.032
C -0.753 -5.330 -0.103
C -0.202 -5.597 -1.356
H -2.416 -4.138 -3.307
H -3.405 -3.517 -0.956
H -2.439 -4.496 0.978
H -0.389 -5.640 0.865
H 0.719 -6.150 -1.465
F -0.560 7.612 0.835
C -0.635 6.493 0.110
C -0.242 5.275 0.604
C -0.392 4.118 -0.169
C -0.999 4.221 -1.454
C -1.433 5.428 -1.923
C -1.233 6.580 -1.130
H 0.212 5.308 1.583
H -0.127 3.166 0.267
H -1.065 3.367 -2.112
H -1.750 5.561 -2.946
H -1.712 7.515 -1.382
F -2.609 0.985 -3.697
C -3.080 2.136 -4.190
C -2.768 2.495 -5.491
C -3.414 3.558 -6.070
C -4.218 4.387 -5.312
C -4.499 4.074 -3.993
C -3.904 2.971 -3.385
H -2.076 1.847 -6.008
H -3.389 3.699 -7.141
H -4.688 5.240 -5.780
H -5.144 4.636 -3.334
H -4.209 2.701 -2.385
F 1.612 -6.503 4.444
C 1.951 -6.586 3.153
C 2.038 -5.340 2.455
C 2.385 -5.421 1.105
C 2.655 -6.641 0.508
C 2.539 -7.865 1.236
C 2.117 -7.799 2.547
H 1.923 -4.405 2.983
H 2.322 -4.564 0.450
H 2.923 -6.722 -0.535
H 2.754 -8.811 0.761
H 1.907 -8.749 3.016
F 1.120 2.260 4.938
C 1.739 2.922 3.936
C 1.668 2.398 2.643
C 2.320 3.115 1.640
C 3.014 4.238 1.992
C 3.047 4.777 3.262
C 2.391 4.077 4.253
H 1.117 1.509 2.372
H 2.349 2.659 0.661
H 3.583 4.749 1.230
H 3.547 5.729 3.359
H 2.309 4.445 5.266
F 0.749 1.863 -7.951
C 0.824 2.120 -6.641
C 0.395 3.332 -6.100
C 0.472 3.604 -4.735
C 0.998 2.581 -3.880
C 1.389 1.358 -4.380
C 1.339 1.143 -5.783
H 0.078 4.106 -6.783
H 0.176 4.523 -4.251
H 1.063 2.731 -2.813
H 1.821 0.669 -3.670
H 1.569 0.140 -6.113
F 4.580 -2.372 1.239
C 4.741 -1.752 2.396
C 4.607 -0.365 2.496
C 4.678 0.231 3.768
C 4.923 -0.585 4.850
C 5.058 -1.973 4.688
C 4.904 -2.590 3.489
H 4.476 0.287 1.646
H 4.589 1.300 3.894
H 5.073 -0.174 5.837
H 5.177 -2.574 5.578
H 4.960 -3.653 3.304
F -2.910 0.948 -0.054
C -2.914 1.172 1.312
C -3.865 2.011 1.876
C -3.780 2.249 3.283
C -2.723 1.702 4.022
C -1.766 0.870 3.432
C -1.880 0.629 2.076
H -4.584 2.564 1.289
H -4.588 2.755 3.790
H -2.701 1.785 5.099
H -1.026 0.398 4.061
H -1.172 -0.048 1.621
F -1.960 -3.956 3.191
C -0.905 -3.267 3.626
C -0.471 -3.134 4.961
C 0.688 -2.510 5.301
C 1.455 -1.884 4.294
C 0.975 -1.872 2.970
C -0.186 -2.620 2.638
H -1.069 -3.686 5.671
H 0.975 -2.463 6.341
H 2.355 -1.309 4.456
H 1.589 -1.367 2.238
H -0.476 -2.635 1.598
C 0.701 -1.754 -0.801
C 1.962 -1.230 -0.473
C 2.109 0.146 -0.575
N 1.077 0.950 -0.963
C -0.098 0.426 -1.311
C -0.302 -0.935 -1.293
H 0.563 -2.825 -0.821
H 2.839 -1.842 -0.323
H 3.062 0.600 -0.349
H -0.807 1.145 -1.695
H -1.196 -1.464 -1.589
C -5.369 -1.021 -3.079
C -4.726 -0.995 -1.826
C -5.515 -1.387 -0.700
N -6.760 -1.817 -0.780
C -7.403 -1.824 -1.978
C -6.712 -1.479 -3.137
H -4.786 -0.725 -3.939
H -3.702 -0.663 -1.742
H -5.033 -1.409 0.266
H -8.436 -2.139 -2.008
H -7.246 -1.453 -4.075
C 5.740 1.884 -0.786
O 5.236 2.787 0.130
H 6.289 1.100 -0.264
H 4.969 1.494 -1.451
H 6.315 2.438 -1.528
H 4.650 3.395 -0.327
```

For the electronic energy, the calculation gives -97844.7452 eV. For the max |F|, the calculation gives 3.1 eV Å⁻¹. As for the SMILES: Fc1ccccc1.Fc1ccccc1.Fc1ccccc1.Fc1ccccc1.Fc1ccccc1.Fc1ccccc1.Fc1ccccc1.Fc1ccccc1.Fc1ccccc1.c1ccncc1.c1ccncc1.CO. For the orbital gap, the calculation gives 9.640 eV.

Atom charges from the Mulliken analysis, given in e for atoms 1 to 99: -0.36, 0.69, -0.74, 0.00, -1.24, -0.08, -0.79, 0.41, 0.62, 0.61, 0.42, 0.45, -0.33, 0.19, -0.49, -0.12, -0.25, -0.64, -0.71, 0.46, 0.42, 0.57, 0.44, 0.38, -0.30, 0.24, -0.42, -0.45, -0.63, -0.58, -0.17, 0.51, 0.45, 0.42, 0.42, 0.52, -0.32, 0.10, 0.11, -0.27, -0.70, -0.58, -0.76, 0.51, 0.54, 0.55, 0.41, 0.44, -0.36, 0.05, 0.55, 0.09, -0.52, -0.80, -0.62, 0.50, -0.11, 0.24, 0.44, 0.49, -0.36, 0.21, -0.38, -0.63, -0.29, -0.41, -0.40, 0.43, 0.53, 0.52, 0.38, 0.41, -0.38, 0.40, -0.22, -0.70, -0.64, -0.51, -0.44, 0.67, 0.51, 0.41, 0.37, 0.54, 0.32, -0.69, -0.71, -0.72, -0.71, -0.25, 0.95, 0.48, 0.42, 0.43, 0.47, 0.08, -0.31, 0.26, -0.79